(1)
DFT (the ωB97M-V functional and the def2-TZVPD basis) results for a cluster of 2 separate species, C6H10N2 in total in a non-equilibrium geometry.

Summary:
E_LUMO, eV: 0.68
Energy, Ha: -343.98690
F_max, eV/Å: 3.8
E_HOMO, eV: -7.7
Energy relative to the best compared isomer or geometry (same formula, charge and spin), kcal/mol: 94.0
Molecular weight, Da: 110.2

Structure (XYZ):
```
18
Properties=species:S:1:pos:R:3:forces:R:3
C -1.753 -1.556 0.465 0.69 -2.27 -0.75
C 2.067 -0.797 0.637 0.69 -2.80 2.41
C 1.228 0.859 -0.899 0.52 0.26 -0.24
C -0.965 -2.573 -0.241 -2.29 -1.42 -1.73
C -0.598 2.215 0.267 -1.59 0.02 -0.63
C 0.412 2.061 -0.896 0.26 0.23 3.50
N -2.469 -0.900 1.052 -0.96 1.38 0.88
N 1.446 0.071 -0.014 1.11 0.37 -0.67
H 3.004 -0.748 1.243 -0.80 0.91 -0.95
H 1.600 -1.778 0.736 -0.01 0.18 0.08
H -1.356 -2.645 -1.340 0.78 0.23 1.96
H -1.032 -3.637 0.175 -0.08 1.75 -0.19
H 0.023 -2.243 -0.251 1.72 0.24 -0.27
H -0.228 2.759 1.115 0.71 -0.10 0.53
H -0.960 1.195 0.600 0.02 1.42 -0.36
H -1.448 2.922 -0.062 0.91 -1.51 0.28
H 1.122 2.887 -0.825 -0.16 0.16 -0.92
H -0.093 1.909 -1.763 -1.51 0.93 -2.92
```
Positions in Å, forces in eV/Å.



(2)
DFT (the ωB97M-V functional and the def2-TZVPD basis) results for a structure of composition C14H16F5MnO4 in a non-equilibrium geometry.

Summary:
2S+1: 2
E_LUMO (alpha / beta), eV: -12.97 / -12.95
Energy, Ha: -2493.04835
F_max, eV/Å: 2.2
E_HOMO (alpha / beta), eV: -20.3 / -20.3
Charge: +3
<S²>: 0.85
Energy relative to the best compared isomer or geometry (same formula, charge and spin), kcal/mol: 22.4
Molecular weight, Da: 398.2

Structure (XYZ):
```
40
Properties=species:S:1:pos:R:3:forces:R:3
Mn 0.359 -0.028 0.533 0.13 -0.28 -1.08
C -0.670 2.613 -0.697 0.51 0.14 -0.49
C 0.851 2.481 -0.783 -0.53 0.98 0.28
O 1.218 1.098 -0.838 -0.31 -0.60 0.43
C 1.255 0.445 -2.126 0.12 -0.79 -0.64
C 1.852 -0.940 -1.849 0.59 0.79 -0.46
O 1.217 -1.435 -0.647 -0.25 0.33 0.62
C 0.632 -2.749 -0.626 -0.54 -0.43 0.41
C -0.891 -2.565 -0.554 0.45 -0.94 -0.85
O -1.082 -1.598 0.525 0.51 0.96 0.28
C -3.115 -0.446 -0.259 -0.15 0.32 -0.10
C -2.446 1.892 0.789 -0.55 -0.11 0.39
O -1.130 1.647 0.297 0.46 -0.51 0.06
H -1.169 2.407 -1.654 0.08 0.01 0.23
H -0.912 3.632 -0.376 -0.03 -0.18 0.00
H 1.330 2.875 0.124 -0.13 -0.08 -0.27
H 1.246 3.031 -1.646 -0.06 -0.20 0.14
H 1.878 1.013 -2.829 -0.09 -0.09 0.26
H 0.233 0.359 -2.536 0.25 0.15 0.19
H 2.929 -0.860 -1.649 -0.30 -0.09 -0.01
H 1.695 -1.617 -2.695 -0.08 0.08 0.22
H 0.998 -3.257 0.279 -0.09 0.18 -0.29
H 0.937 -3.340 -1.498 -0.15 0.21 0.14
H -1.381 -3.508 -0.280 0.06 0.28 0.05
H -1.317 -2.194 -1.498 0.11 0.09 0.33
H -4.014 -1.025 -0.518 0.13 -0.12 0.10
H -2.536 -0.362 -1.186 -0.04 -0.01 0.18
H -2.422 1.771 1.874 0.01 0.04 -0.15
H -2.734 2.929 0.573 0.02 -0.20 0.05
F -3.891 1.593 -1.043 -0.26 0.04 -0.09
C -3.550 0.987 0.128 0.76 -0.09 -0.32
C -2.282 -1.055 0.814 -1.31 0.65 1.28
C -2.522 -0.867 2.168 1.58 -0.76 -1.28
F -1.487 -1.206 2.946 -0.47 0.01 0.36
C -3.698 -0.421 2.819 -0.83 0.51 0.31
F -3.751 -0.621 4.099 -0.01 0.00 -1.07
C -4.819 0.235 2.224 -0.03 0.03 0.16
F -5.903 0.297 2.955 0.04 0.03 0.00
C -4.780 0.912 1.020 -0.13 0.12 0.17
F -5.804 1.584 0.612 0.54 -0.46 0.45
```
Positions in Å, forces in eV/Å.



(3)
DFT (the ωB97M-V functional and the def2-TZVPD basis) results for the molecule C15H9N3O5 in a non-equilibrium geometry.

Summary:
Structure (SMILES): O=C1C=C(Nc2nc(C(=O)O)cc(=O)[nH]2)c2ccccc2C1=O
E_LUMO, eV: -2.03
Energy, Ha: -1117.44238
F_max, eV/Å: 5.6
E_HOMO, eV: -9.5
Molecular weight, Da: 311.3

Structure (XYZ):
```
32
Properties=species:S:1:pos:R:3:forces:R:3
O 3.338 -1.442 1.491 -0.37 -0.59 -0.60
C 2.301 -1.766 0.938 0.50 2.03 2.52
C 1.022 -1.164 1.487 -0.41 -1.36 -1.69
C -0.112 -1.235 0.708 4.21 1.58 3.27
N -1.091 -0.339 1.058 -3.08 3.05 0.42
C -0.906 1.035 0.753 0.80 2.57 0.29
N -0.979 1.951 1.692 0.97 0.13 0.84
C -0.502 3.242 1.409 -0.35 0.99 -2.69
C -0.623 4.411 2.413 -2.15 -2.16 2.85
O -1.248 4.134 3.440 1.05 0.80 -1.45
O -0.179 5.683 2.236 -0.28 -1.35 -0.58
C -0.100 3.623 0.143 0.14 -0.41 0.78
C 0.074 2.611 -0.870 1.71 0.73 -2.36
O 0.699 2.616 -1.963 -1.61 0.63 2.53
N -0.549 1.468 -0.506 -0.94 -3.39 1.05
C -0.188 -1.997 -0.441 -0.77 -1.78 -3.89
C -1.365 -2.023 -1.210 -0.85 0.18 0.89
C -1.526 -2.882 -2.287 -1.03 0.66 -1.25
C -0.485 -3.643 -2.750 2.05 -1.08 0.42
C 0.750 -3.574 -2.074 -0.05 0.06 0.00
C 0.897 -2.741 -0.953 1.66 -0.29 -0.15
C 2.305 -2.575 -0.320 -0.45 -2.57 -1.50
O 3.297 -3.185 -0.718 -1.84 1.49 0.72
H 1.045 -0.572 2.416 0.27 -0.29 -0.68
H -1.311 -0.316 2.051 -0.02 -0.30 -0.11
H -0.609 6.106 3.008 0.38 0.11 -0.28
H 0.121 4.632 -0.134 0.39 0.39 0.25
H -0.514 0.759 -1.194 0.20 -0.76 -1.02
H -2.233 -1.403 -0.899 0.76 -0.52 -0.15
H -2.460 -2.842 -2.875 0.48 -0.13 0.60
H -0.450 -4.368 -3.578 -0.85 0.68 0.25
H 1.580 -4.205 -2.471 -0.52 0.87 0.66
```
Positions in Å, forces in eV/Å.



(4)
DFT (the ωB97M-V functional and the def2-TZVPD basis) results for a structure of composition C3H6O3Y in a non-equilibrium geometry.

Summary:
2S+1: 2
E_LUMO (alpha / beta), eV: -11.14 / -11.15
Energy, Ha: -381.15321
F_max, eV/Å: 6.9
E_HOMO (alpha / beta), eV: -17.6 / -18.1
Charge: +2
<S²>: 0.77
Energy relative to the best compared isomer or geometry (same formula, charge and spin), kcal/mol: 45.1
Molecular weight, Da: 179.0

Structure (XYZ):
```
13
Properties=species:S:1:pos:R:3:forces:R:3
O -1.950 0.909 -0.709 -1.63 -2.89 -2.67
Y -1.926 -1.009 -1.291 0.34 1.46 0.61
C 1.013 -1.693 0.156 1.08 -0.92 0.41
O -0.014 -0.759 -0.184 -1.85 -0.33 -1.26
C 0.116 0.519 0.442 1.14 1.62 0.05
C -0.972 1.485 -0.065 0.57 3.45 5.93
O -1.171 2.473 0.679 0.87 -2.21 -2.82
H 0.838 -2.600 -0.430 0.15 0.08 0.12
H 1.990 -1.263 -0.098 -0.28 -0.14 0.02
H 0.967 -1.923 1.229 -0.01 0.10 -0.30
H 1.098 0.941 0.187 -0.16 -0.25 0.21
H 0.044 0.395 1.533 -0.16 0.15 -0.35
H -0.034 2.524 -1.449 -0.07 -0.12 0.05
```
Positions in Å, forces in eV/Å.



(5)
DFT (the ωB97M-V functional and the def2-TZVPD basis) results for a structure of composition C32H36ClN8PPbS3.

Summary:
E_LUMO, eV: -5.89
Energy, Ha: -3867.50143
F_max, eV/Å: 0.3
E_HOMO, eV: -13.2
Charge: +2
Energy relative to the best compared isomer or geometry (same formula, charge and spin), kcal/mol: 0.0
Molecular weight, Da: 902.5

Structure (XYZ):
```
82
Properties=species:S:1:pos:R:3:forces:R:3
Pb -1.217 0.050 -0.811 -0.06 0.05 -0.19
C -0.897 2.236 -3.178 0.14 0.01 0.06
C -1.825 1.302 -3.937 -0.12 -0.04 -0.04
N -2.356 0.216 -3.087 0.10 -0.01 0.07
C -2.267 -1.115 -3.716 -0.06 0.03 -0.01
C -0.820 -1.562 -3.878 0.05 -0.06 0.01
N -0.039 -1.380 -2.637 0.01 0.02 0.11
C 1.256 -0.696 -2.807 -0.01 -0.08 -0.06
C 1.089 0.776 -3.147 -0.01 0.11 0.01
N 0.065 1.487 -2.326 0.01 -0.04 -0.04
H -1.458 2.894 -2.528 -0.07 0.04 0.07
H -0.350 2.861 -3.890 -0.02 -0.01 -0.01
H -1.313 0.852 -4.787 0.02 0.04 0.00
H -2.640 1.894 -4.357 0.01 0.00 -0.01
H -3.325 0.388 -2.844 0.00 0.02 -0.03
H -2.753 -1.124 -4.697 0.00 -0.02 0.01
H -2.814 -1.814 -3.081 0.04 -0.01 0.02
H -0.332 -1.012 -4.682 -0.01 0.02 0.00
H -0.811 -2.609 -4.184 -0.01 0.01 -0.02
H 0.144 -2.286 -2.220 -0.01 -0.01 0.00
H 1.857 -1.162 -3.595 0.00 0.01 0.00
H 1.807 -0.810 -1.877 0.01 0.03 0.02
H 0.810 0.891 -4.195 0.00 -0.01 0.00
H 2.054 1.274 -3.037 0.02 -0.05 0.01
H 0.521 2.168 -1.724 -0.05 0.00 0.03
Cl -0.435 1.577 2.028 0.11 -0.19 0.10
C 1.089 1.222 2.833 -0.18 0.13 -0.03
C 1.383 1.992 3.946 0.07 -0.04 0.02
C 2.581 1.782 4.609 -0.02 0.02 -0.01
C 3.468 0.815 4.154 -0.03 0.00 0.00
C 3.148 0.056 3.042 0.05 -0.01 -0.01
C 1.945 0.240 2.353 0.07 -0.05 0.07
P 1.532 -0.817 0.927 -0.21 0.16 -0.08
C 0.991 -2.375 1.699 0.03 -0.09 0.01
C 0.869 -2.533 3.076 0.00 0.03 0.03
C 0.454 -3.744 3.615 -0.01 -0.02 -0.01
C 0.167 -4.816 2.784 -0.03 0.00 -0.01
C 0.282 -4.672 1.405 -0.01 -0.01 0.03
C 0.679 -3.456 0.868 -0.02 0.04 0.00
C 3.176 -1.180 0.239 0.08 0.09 -0.01
C 3.835 -0.108 -0.371 0.02 0.03 -0.03
C 5.083 -0.277 -0.942 0.01 -0.05 0.00
C 5.686 -1.532 -0.925 -0.01 0.03 0.00
C 5.041 -2.599 -0.322 -0.01 0.01 0.00
C 3.792 -2.425 0.265 0.02 -0.07 0.01
H 0.682 2.742 4.282 0.00 0.00 0.01
H 2.822 2.381 5.477 0.00 0.00 0.01
H 4.406 0.652 4.667 0.00 -0.01 0.00
H 3.843 -0.698 2.693 0.00 0.00 0.01
H 1.102 -1.712 3.742 0.00 0.00 -0.01
H 0.369 -3.852 4.688 0.00 0.00 0.00
H -0.136 -5.765 3.206 -0.01 0.00 0.00
H 0.072 -5.513 0.756 0.04 0.00 -0.02
H 0.789 -3.366 -0.209 0.01 0.03 0.00
H 3.379 0.879 -0.376 -0.03 -0.02 0.01
H 5.592 0.564 -1.395 0.00 0.00 0.00
H 6.661 -1.670 -1.373 0.00 0.00 0.00
H 5.515 -3.571 -0.293 0.00 0.00 0.00
H 3.316 -3.265 0.755 -0.01 0.01 -0.01
S -2.684 -1.480 2.820 0.04 0.06 0.05
C -3.085 -2.517 1.702 -0.02 -0.06 -0.08
S -2.659 -3.822 0.688 0.10 -0.13 0.08
C -4.222 -2.863 0.770 -0.07 0.22 -0.12
C -4.364 -1.889 -0.297 0.09 0.01 0.13
N -4.300 -1.054 -1.083 -0.12 0.00 0.00
C -5.423 -3.476 1.278 0.00 0.01 -0.04
N -6.381 -3.957 1.685 0.00 -0.01 0.02
C -0.759 5.598 2.172 0.00 0.01 0.05
C -1.139 5.572 0.692 -0.03 -0.03 -0.12
C -1.992 4.393 0.348 0.21 0.02 -0.05
N -1.560 3.335 -0.240 -0.09 -0.07 -0.13
N -2.529 2.356 -0.389 0.16 -0.01 0.00
C -3.687 2.720 0.106 -0.09 -0.13 -0.03
N -4.783 1.942 0.102 -0.01 0.03 0.01
S -3.674 4.308 0.776 -0.08 0.05 0.12
H -0.179 6.492 2.392 0.02 -0.01 0.00
H -0.161 4.724 2.432 0.00 0.00 -0.01
H -1.641 5.609 2.814 -0.01 0.01 -0.01
H -0.248 5.505 0.066 0.01 0.02 0.02
H -1.659 6.490 0.413 -0.01 0.00 0.03
H -4.778 1.068 -0.397 0.02 -0.05 0.00
H -5.657 2.275 0.468 -0.01 0.01 -0.01
```
Positions in Å, forces in eV/Å.



(6)
DFT (the ωB97M-V functional and the def2-TZVPD basis) results for a structure of composition C3H8BNO in a non-equilibrium geometry.

Summary:
E_LUMO, eV: -0.46
Energy, Ha: -273.85684
F_max, eV/Å: 3.4
E_HOMO, eV: -9.3
Energy relative to the best compared isomer or geometry (same formula, charge and spin), kcal/mol: 94.2
Molecular weight, Da: 84.9

Structure (XYZ):
```
14
Properties=species:S:1:pos:R:3:forces:R:3
B 0.101 -1.045 0.929 0.62 2.71 -0.81
C -0.983 -1.377 -0.121 -2.35 -2.42 -0.62
C -0.772 -0.073 -0.911 -0.34 0.14 -1.74
C 0.041 0.865 0.025 -1.47 2.20 0.11
N 0.751 0.100 1.083 -0.37 -2.08 0.03
O 3.427 -0.194 -0.858 0.19 -0.14 0.34
H -0.982 -2.289 -0.747 1.32 0.39 0.06
H -2.057 -1.598 0.138 0.82 1.14 0.89
H -0.316 -0.311 -1.914 0.39 0.18 1.24
H -1.705 0.412 -1.278 0.29 -0.32 0.79
H 0.691 1.569 -0.605 -0.61 -1.00 1.20
H -0.776 1.514 0.591 1.81 -0.89 -1.18
H 3.187 0.117 -1.762 -0.28 0.31 1.82
H 3.040 0.225 -0.037 -0.02 -0.21 -2.13
```
Positions in Å, forces in eV/Å.